The following is a DFT calculation (ωB97M-V with the def2-TZVPD basis set) of C23H33N3O2 in the gas phase.

Results
net charge = 0
frontier orbital gap = 9.5 eV
multiplicity = 1
energy = -1210.97677 a.u.
SMILES = CCOC(=O)C1(CCCc2ccccc2)CCN(CCCn2cccn2)CC1

Last column: Mulliken charge in e.
Geometry (Å):
C  0.20  -1.88  -4.66  -1.128
C  -1.00  -2.32  -3.83  -0.277
H  -1.21  -3.38  -3.98  0.342
H  -1.88  -1.72  -4.10  0.329
O  -0.75  -2.19  -2.43  -0.275
C  -0.92  -0.97  -1.90  -0.217
O  -1.30  -0.02  -2.53  -0.613
C  -0.68  -0.98  -0.39  2.443
C  0.56  -1.81  -0.05  -1.138
C  1.81  -1.16  -0.63  -0.858
N  1.98  0.17  -0.08  0.156
C  0.86  1.01  -0.46  -0.742
C  -0.45  0.45  0.09  -1.195
H  -1.27  1.09  -0.22  0.325
H  -0.39  0.46  1.18  0.525
H  1.01  2.01  -0.05  0.562
H  0.79  1.10  -1.56  0.268
C  3.26  0.76  -0.45  -0.933
C  3.64  1.92  0.47  -0.174
H  3.47  1.62  1.50  0.312
H  3.02  2.79  0.26  0.293
C  5.11  2.31  0.27  -1.029
N  5.46  3.45  1.09  0.873
C  5.76  3.45  2.40  -0.067
C  5.97  4.76  2.76  -0.782
C  5.76  5.48  1.57  -0.231
N  5.45  4.67  0.58  -1.035
H  5.83  6.54  1.41  0.443
H  6.23  5.15  3.72  0.376
H  5.81  2.55  2.97  0.402
H  5.28  2.60  -0.77  0.359
H  5.76  1.47  0.53  0.399
H  4.02  -0.02  -0.34  0.426
H  3.27  1.09  -1.50  0.258
H  2.69  -1.76  -0.36  0.625
H  1.74  -1.14  -1.73  0.292
H  0.46  -2.82  -0.44  0.411
H  0.67  -1.85  1.03  0.478
C  -1.98  -1.60  0.18  -2.276
C  -2.09  -1.62  1.70  -0.427
H  -2.13  -0.60  2.08  0.354
H  -1.22  -2.11  2.13  0.229
C  -3.36  -2.36  2.15  -1.366
C  -4.60  -1.67  1.66  0.553
C  -5.03  -0.50  2.28  -0.232
C  -6.16  0.16  1.82  -0.648
C  -6.87  -0.34  0.74  -0.400
C  -6.45  -1.50  0.12  -0.664
C  -5.32  -2.16  0.58  -0.205
H  -5.00  -3.07  0.10  0.346
H  -7.00  -1.90  -0.72  0.375
H  -7.75  0.18  0.38  0.376
H  -6.49  1.07  2.31  0.377
H  -4.49  -0.11  3.12  0.398
H  -3.33  -3.38  1.76  0.462
H  -3.37  -2.41  3.24  0.455
H  -2.83  -1.04  -0.22  0.653
H  -2.05  -2.62  -0.20  0.454
H  1.09  -2.43  -4.36  0.281
H  0.01  -2.06  -5.71  0.425
H  0.38  -0.82  -4.51  0.281

The following is a DFT calculation (ωB97M-V with the def2-TZVPD basis set) of C23H34BIN13SV as an isolated structure.

Results
net charge = -1
frontier orbital gap (spin up / spin down) = 7.0 / 7.5 eV
multiplicity = 4
energy = -3273.70548 a.u.

Last column: Mulliken charge in e.
Geometry (Å):
V  -0.86  0.60  0.35  0.526
C  -2.80  -3.85  -0.65  -1.378
C  -2.76  -2.78  0.45  1.274
C  -3.76  -3.11  1.56  -1.758
C  -1.38  -2.64  1.02  -0.336
C  -0.60  -3.68  1.54  -0.599
C  0.55  -3.07  1.99  -0.753
N  0.45  -1.76  1.74  0.420
N  -0.73  -1.48  1.13  0.481
B  1.42  -0.65  2.17  -0.193
N  2.12  -0.01  0.96  0.283
C  3.41  0.35  0.94  -0.432
C  3.65  1.02  -0.23  -1.513
C  2.42  1.05  -0.90  -0.303
N  1.48  0.43  -0.16  0.878
C  2.28  1.67  -2.27  0.999
C  0.95  1.48  -3.01  -1.072
C  3.41  1.18  -3.19  -1.561
N  0.69  0.43  2.97  0.445
C  0.97  0.77  4.24  -0.281
C  0.21  1.86  4.57  -1.372
C  -0.54  2.15  3.41  0.002
N  -0.24  1.27  2.44  0.150
C  -1.55  3.27  3.41  0.599
C  -2.87  2.79  4.03  -1.221
C  -1.78  3.98  2.09  -1.349
H  -3.80  -3.93  -1.06  0.452
H  -2.13  -3.58  -1.47  0.118
H  -2.50  -4.83  -0.27  0.282
H  -3.05  -1.83  0.02  -0.405
H  -3.51  -4.05  2.05  0.333
H  -3.76  -2.31  2.31  0.363
H  -4.77  -3.18  1.15  0.438
H  -0.85  -4.73  1.61  0.494
H  1.42  -3.46  2.48  0.508
H  2.26  -1.14  2.87  -0.188
H  4.05  0.09  1.76  0.448
H  4.58  1.44  -0.56  0.487
H  2.43  2.74  -2.13  0.078
H  0.12  1.30  -2.34  -0.196
H  0.72  2.38  -3.58  0.475
H  1.03  0.66  -3.72  0.446
H  3.33  0.10  -3.34  0.185
H  3.33  1.67  -4.16  0.401
H  4.40  1.40  -2.78  0.444
H  1.71  0.21  4.80  0.471
H  0.18  2.40  5.50  0.458
H  -1.12  4.00  4.10  0.244
H  -3.34  2.04  3.40  0.101
H  -2.71  2.35  5.02  0.377
H  -3.56  3.63  4.13  0.379
H  -2.24  3.32  1.35  0.005
H  -2.45  4.82  2.25  0.480
H  -0.85  4.36  1.68  0.295
C  2.19  -3.09  -4.00  -1.357
C  0.95  -2.30  -3.91  1.300
N  0.24  -1.88  -4.91  -0.935
N  -0.79  -1.20  -4.31  0.470
C  -0.74  -1.18  -2.97  -0.080
S  -1.83  -0.44  -1.93  -0.517
N  0.39  -1.91  -2.72  0.781
N  0.92  -2.26  -1.48  -1.053
H  2.43  -3.27  -5.05  0.392
H  2.08  -4.04  -3.48  0.316
H  3.01  -2.56  -3.52  0.237
H  -1.47  -0.71  -4.87  0.252
H  1.13  -1.39  -0.98  0.028
H  0.20  -2.74  -0.95  0.344
I  -3.66  0.82  0.82  -0.453
N  1.77  5.22  -2.90  -0.656
C  0.99  4.96  -2.07  0.573
N  0.11  4.76  -1.12  -0.815
C  -0.27  3.56  -0.83  0.751
N  -0.69  2.52  -0.49  -0.489